## a
Entry from the OMol25 dataset: C21H21NO3 in the gas phase (the ωB97M-V functional and the def2-TZVPD basis).

Structure (XYZ):
```
46
Properties=species:S:1:pos:R:3:nbo_charge:R:1
C -1.07920 -0.56763 2.37209 -0.59
C -1.45644 -1.54633 1.25462 -0.49
C -0.89548 -1.06232 -0.04650 0.43
N -1.68819 -0.30492 -0.79681 -0.58
C -3.03240 0.05923 -0.55456 0.01
C -4.06967 -0.85844 -0.65585 -0.19
C -5.37644 -0.45860 -0.44689 -0.24
C -5.65199 0.86454 -0.14188 -0.18
C -4.63001 1.78963 -0.05284 -0.29
C -3.31223 1.39970 -0.26216 0.37
O -2.32950 2.32835 -0.16229 -0.67
C 0.43375 -1.28574 -0.45963 -0.41
C 0.91171 -0.66250 -1.67077 0.57
O 0.22808 0.09734 -2.37155 -0.64
C 2.32109 -0.95343 -2.12026 -0.48
C 3.27072 -1.00506 -0.92282 -0.25
C 3.29409 0.34228 -0.23726 0.07
C 3.95495 1.39272 -0.86677 -0.23
C 3.96657 2.65973 -0.31508 -0.21
C 3.31559 2.90003 0.88320 -0.22
C 2.66645 1.86120 1.52499 -0.19
C 2.65773 0.59212 0.97031 -0.26
C 2.80597 -2.16048 -0.05184 -0.51
C 1.33188 -2.13656 0.32291 0.57
O 0.97383 -2.84274 1.25101 -0.60
H -0.00060 -0.52793 2.49366 0.21
H -1.44651 0.43386 2.15442 0.20
H -1.51709 -0.89963 3.30929 0.22
H -2.54272 -1.60355 1.18679 0.22
H -1.05354 -2.52824 1.49232 0.28
H -1.21794 0.05816 -1.65287 0.45
H -3.83934 -1.88370 -0.90551 0.22
H -6.17654 -1.17780 -0.52576 0.22
H -6.67066 1.17963 0.02325 0.22
H -4.82607 2.82411 0.17880 0.23
H -1.47294 1.93266 -0.37724 0.49
H 2.32408 -1.91837 -2.63634 0.23
H 2.60805 -0.18477 -2.83983 0.24
H 4.28411 -1.21673 -1.28498 0.22
H 4.46855 1.21277 -1.80093 0.21
H 4.48420 3.46158 -0.82089 0.21
H 3.31883 3.88952 1.31550 0.21
H 2.16206 2.03597 2.46438 0.21
H 2.15261 -0.20343 1.49533 0.21
H 2.97132 -3.10073 -0.58844 0.24
H 3.37928 -2.22549 0.87570 0.24
```

* SMILES: CCC(Nc1ccccc1O)=C1C(=O)CC(c2ccccc2)CC1=O
* total charge: 0

***

## b
Entry from the OMol25 dataset: C21H21NO3 in the gas phase (the ωB97M-V functional and the def2-TZVPD basis).

Structure (XYZ):
```
46
Properties=species:S:1:pos:R:3:nbo_charge:R:1
C 1.72580 -5.56075 2.39075 -0.25
O 1.70718 -4.25406 1.87297 -0.51
C 0.80577 -3.94821 0.88683 0.23
C -0.15827 -4.83816 0.43184 -0.28
C -1.07894 -4.46961 -0.53532 -0.22
C -1.04236 -3.20016 -1.07289 -0.21
C -0.06747 -2.30514 -0.65345 -0.18
C 0.03722 -0.95478 -1.30122 0.68
O 0.97926 -0.60836 -1.98052 -0.61
N -1.05972 -0.18943 -1.09891 -0.61
C -1.17124 1.16126 -1.61731 -0.09
C -2.34083 1.26732 -2.60062 -0.60
C -1.31772 2.15595 -0.48492 -0.01
C -2.39436 2.02490 0.35841 -0.22
C -2.61612 2.91075 1.41929 -0.21
C -1.75166 3.94478 1.63304 -0.18
C -0.62671 4.11844 0.80212 -0.08
C 0.27129 5.18379 1.02577 -0.17
C 1.37081 5.35477 0.23542 -0.21
C 1.61923 4.45575 -0.81138 -0.21
C 0.76592 3.41665 -1.05769 -0.20
C -0.38916 3.21127 -0.26982 0.02
C 0.86185 -2.65452 0.32826 0.35
O 1.70251 -1.65592 0.70865 -0.51
C 2.99468 -1.95572 1.19047 -0.24
H 0.78909 -5.80674 2.90155 0.18
H 2.54108 -5.57478 3.11285 0.20
H 1.92239 -6.30259 1.61015 0.18
H -0.20963 -5.83329 0.84344 0.22
H -1.82119 -5.18191 -0.86112 0.21
H -1.74490 -2.90297 -1.83682 0.22
H -1.78124 -0.52202 -0.47954 0.40
H -0.24148 1.31948 -2.16617 0.24
H -2.19900 0.56645 -3.41979 0.22
H -3.28622 1.04621 -2.11082 0.20
H -2.38911 2.27523 -3.00470 0.22
H -3.10376 1.22297 0.20634 0.20
H -3.47670 2.76998 2.05697 0.21
H -1.91335 4.64324 2.44161 0.21
H 0.06888 5.86262 1.84243 0.21
H 2.05424 6.17237 0.41255 0.21
H 2.49745 4.58817 -1.42615 0.21
H 0.99837 2.73868 -1.86293 0.22
H 3.54517 -1.01723 1.12908 0.19
H 3.48834 -2.70557 0.56843 0.18
H 2.97111 -2.30186 2.22624 0.19
```

* SMILES: COc1cccc(C(=O)N[C@@H](C)c2cccc3ccccc23)c1OC
* total charge: 0

***

So which one is most stable? That would be a, about 0.919 eV below the next structure.

***

## a
Entry from the OMol25 dataset: 2 unconnected molecules or ions with the total composition C5H16N3 (the ωB97M-V functional and the def2-TZVPD basis).

Structure (XYZ):
```
24
Properties=species:S:1:pos:R:3:nbo_charge:R:1
C -2.05496 0.86775 -0.83385 -0.25
C -1.86354 0.83515 -2.33481 -0.65
C 0.11186 1.58953 0.38228 0.63
N -0.74266 0.66866 -0.19741 -0.16
N -0.35650 2.82561 0.55978 -0.66
N 1.37355 1.26133 0.58642 -0.65
H -2.42920 1.82943 -0.51235 0.24
H -2.70971 0.09168 -0.42829 0.30
H -1.53670 1.71060 -2.81875 0.26
H -2.87361 0.73499 -2.76864 0.31
H -0.47549 -0.32783 -0.10158 0.47
H -0.98212 3.25994 -0.11072 0.46
H -0.01278 3.42196 1.29718 0.47
H 1.67582 0.36271 0.22270 0.46
H 1.87058 1.63107 1.39290 0.47
H -1.46043 -0.08176 -2.74652 0.27
C 0.86667 -2.28531 1.16023 -0.62
C 2.27845 -2.84288 0.91128 -0.62
H 0.21614 -2.92982 0.57325 0.24
H 0.57248 -2.37881 2.20375 0.25
H 0.63883 -1.21206 1.06250 0.09
H 2.49645 -3.59859 1.65524 0.25
H 3.04349 -2.06458 0.88711 0.20
H 2.35338 -3.36878 -0.04171 0.23
```

* ⟨S²⟩: 0.7597
* multiplicity: 2
* total charge: +2

***

## b
Entry from the OMol25 dataset: 2 unconnected molecules or ions with the total composition C5H16N3 (the ωB97M-V functional and the def2-TZVPD basis).

Structure (XYZ):
```
24
Properties=species:S:1:pos:R:3:nbo_charge:R:1
C -0.31296 0.45533 -1.41580 -0.32
C -1.72498 0.85651 -0.91942 -0.59
C 0.05528 -1.88464 -0.68014 0.62
N 0.32367 -0.53998 -0.61919 -0.17
N -0.67082 -2.37686 -1.68515 -0.66
N 0.51231 -2.66874 0.29579 -0.62
H -0.29358 0.25371 -2.50252 0.29
H 0.28833 1.36950 -1.48838 0.31
H -1.68476 1.37247 0.04315 0.27
H -2.38819 0.00443 -0.83307 0.24
H 0.93966 -0.16348 0.11634 0.48
H -0.96635 -1.67505 -2.35140 0.44
H -1.13721 -3.27396 -1.60577 0.47
H 1.26853 -2.32099 0.85348 0.45
H 0.35560 -3.66584 0.16847 0.46
H -2.20031 1.60678 -1.55558 0.30
C 1.12939 3.34936 2.74937 -0.61
C 0.71577 2.19793 1.84183 -0.64
H 0.81553 4.29050 2.28882 0.22
H 0.61816 3.30769 3.71019 0.23
H 2.19449 3.47751 2.92768 0.23
H 0.94777 1.22997 2.29119 0.19
H 1.17361 2.38547 0.85797 0.19
H -0.35628 2.30834 1.65801 0.20
```

* ⟨S²⟩: 0.7576
* multiplicity: 2
* total charge: +2

***

So which one is most stable? That would be b, about 0.511 eV below the next structure.